No. 1
Molecular formula: C48H53GeIN6O3SV
Method: DFT, ωB97M-V/def2-TZVPD

The expectation value of S² is 0.860. The frontier orbital gap (alpha / beta) is 6.88 / 6.74 eV. For the HOMO energy (alpha / beta), the calculation gives -13.4 / -13.2 eV. The total charge is +2. Its spin multiplicity is 2. As for the LUMO energy (alpha / beta): -6.5 / -6.4 eV. For the relative energy (zero: lowest compared OMol25 entry of this formula, charge and spin), the calculation gives 65.6 kcal/mol.

Structure (XYZ):
```
114
C48H53GeIN6O3SV | the OMol25 dataset | ωB97M-V/def2-TZVPD
V 0.58 0.05 0.30
C -1.80 1.45 -3.73
C -2.45 0.52 -2.76
N -3.74 0.25 -2.94
C -4.36 -0.61 -2.14
C -3.74 -1.33 -1.13
C -4.52 -2.36 -0.34
O -3.99 -3.67 -0.49
C -2.38 -1.06 -0.90
C -1.63 -1.91 0.02
N -0.46 -1.71 0.52
C 0.09 -2.82 1.25
C -0.66 -3.49 2.21
C -0.15 -4.60 2.85
C 1.12 -5.05 2.54
C 1.90 -4.37 1.61
C 1.38 -3.25 0.97
I 2.59 -2.23 -0.39
C -1.79 -0.10 -1.70
O -0.43 0.12 -1.45
H -2.45 1.55 -4.59
H -0.83 1.08 -4.06
H -1.68 2.45 -3.29
H -5.42 -0.77 -2.35
H -5.57 -2.32 -0.64
H -4.48 -2.12 0.73
H -4.39 -4.10 -1.25
H -2.11 -2.86 0.23
H -1.64 -3.11 2.47
H -0.75 -5.11 3.60
H 1.53 -5.92 3.04
H 2.90 -4.71 1.38
C 3.67 2.63 -4.87
C 3.12 3.44 -3.71
N 1.94 2.88 -3.03
C 1.59 1.59 -2.90
S 0.37 1.59 -1.46
N 1.95 0.59 -3.58
N 1.45 -0.64 -3.19
C 1.54 -1.57 -4.06
C 2.19 -1.45 -5.40
C 0.95 -2.88 -3.65
C 1.37 -4.05 -4.27
C 0.82 -5.26 -3.87
C -0.15 -5.26 -2.89
C -0.52 -4.04 -2.34
N 0.00 -2.87 -2.70
H 4.47 3.20 -5.33
H 2.91 2.44 -5.62
H 4.08 1.67 -4.54
H 2.81 4.42 -4.08
H 3.90 3.61 -2.97
H 1.45 3.54 -2.45
H 2.41 -0.42 -5.64
H 1.54 -1.88 -6.17
H 3.13 -2.01 -5.41
H 2.13 -4.03 -5.04
H 1.15 -6.19 -4.33
H -0.62 -6.17 -2.55
H -1.30 -4.00 -1.59
Ge -1.15 1.71 1.33
C -2.43 2.51 0.09
C -2.10 3.66 -0.63
C -3.03 4.28 -1.45
C -4.31 3.75 -1.56
C -4.66 2.63 -0.83
C -3.73 2.01 -0.01
C -2.12 1.00 2.86
C -2.90 -0.15 2.79
C -3.62 -0.59 3.89
C -3.56 0.13 5.08
C -2.80 1.28 5.15
C -2.08 1.72 4.05
H -0.21 2.83 1.81
H -1.11 4.10 -0.52
H -2.76 5.18 -1.99
H -5.04 4.24 -2.20
H -5.67 2.24 -0.89
H -4.03 1.16 0.58
H -2.96 -0.72 1.86
H -4.22 -1.49 3.83
H -4.13 -0.21 5.94
H -2.76 1.85 6.08
H -1.47 2.61 4.13
C 2.59 -1.66 3.70
C 1.65 -0.61 4.29
C 0.18 -0.92 4.03
C 2.11 0.78 3.89
C 2.56 1.62 4.90
C 3.15 2.84 4.62
C 3.37 3.19 3.30
C 2.94 2.40 2.24
C 3.36 2.87 0.85
C 3.87 1.79 -0.10
C 2.31 3.81 0.23
C 2.24 1.23 2.57
O 1.60 0.51 1.57
H 2.28 -2.67 3.99
H 3.61 -1.50 4.04
H 2.61 -1.62 2.61
H 1.78 -0.66 5.38
H -0.08 -0.82 2.97
H -0.47 -0.24 4.59
H -0.05 -1.94 4.34
H 2.46 1.30 5.93
H 3.49 3.49 5.42
H 3.91 4.11 3.07
H 4.23 3.50 1.05
H 3.10 1.11 -0.46
H 4.63 1.19 0.38
H 4.32 2.26 -0.98
H 1.37 3.29 0.02
H 2.70 4.25 -0.69
H 2.07 4.62 0.92
```

Here are the Mulliken charges for atoms 1 to 99, given in e: 1.0444, -1.2251, 0.8540, -0.5390, -1.2893, 1.2056, -1.3076, -0.5161, 0.3958, -2.0415, 1.9938, -0.6720, -0.0381, -0.9236, -0.8590, -0.6462, -0.0946, 0.3786, 0.0565, 1.2941, 0.4702, 0.1713, 0.1766, 0.4495, 0.5632, 0.1450, 0.3411, 1.0182, 0.5261, 0.4848, 0.4461, 0.5498, -1.1938, -0.4176, 0.0056, 0.1489, -1.1378, -0.9038, 0.5127, 0.5734, -1.8141, 0.7293, -0.9636, -0.6242, -1.3337, 0.0488, 0.3333, 0.4579, 0.2769, 0.2840, 0.3866, 0.2881, 0.1568, 0.3305, 0.4062, 0.3822, 0.4098, 0.4630, 0.4847, 0.4232, 1.8073, 0.1828, -0.1490, -0.7524, -0.6637, -0.6639, -0.0555, -0.1060, 1.2395, -0.8901, -0.8121, -0.7116, -1.1709, -0.2400, 0.4074, 0.4996, 0.4170, 0.5005, 0.3055, -0.1046, 0.5232, 0.4194, 0.4548, 0.4365, -1.2405, 0.1099, -0.5336, -0.2703, -1.0832, -1.4342, -0.9886, 0.2544, 0.3447, -1.5420, -0.9411, 1.0212, 0.6093, 0.4433, 0.4180

No. 2
Molecular formula: C4H11N2S
Method: DFT, ωB97M-V/def2-TZVPD

The SMILES is C[C@@H](C[S-])NCN. The frontier orbital gap is 5.94 eV. For the HOMO energy, the calculation gives -2.3 eV. The total charge is -1. Its spin multiplicity is 1. As for the LUMO energy: 3.6 eV. For the relative energy (zero: lowest compared OMol25 entry of this formula, charge and spin), the calculation gives 19.9 kcal/mol.

Structure (XYZ):
```
18
C4H11N2S | the OMol25 dataset | ωB97M-V/def2-TZVPD
C 1.04 -1.78 -0.05
C 0.30 -0.69 0.74
C 1.23 0.47 1.10
S 2.66 -0.04 2.07
N -0.90 -0.21 0.05
C -0.87 0.95 -0.78
N -2.24 1.27 -1.16
H 1.29 -2.64 0.56
H 2.02 -1.41 -0.36
H 0.51 -2.15 -0.94
H 0.00 -1.10 1.71
H 1.48 0.99 0.17
H 0.60 1.18 1.66
H -1.37 -0.95 -0.45
H -0.39 1.77 -0.24
H -0.32 0.81 -1.74
H -2.76 1.64 -0.38
H -2.26 1.89 -1.96
```

Charges per atom according to Mulliken partitioning, unit e: -1.2594, 0.4312, -1.1704, -0.5782, -0.3415, -0.4781, -0.5983, 0.3078, 0.2643, 0.4046, 0.2165, 0.2600, 0.2515, 0.2190, 0.3187, 0.3149, 0.2226, 0.2149

No. 3
Molecular formula: C17H27NO3
Method: DFT, ωB97M-V/def2-TZVPD

The SMILES is CCCCCCCCC(=O)NCc1ccc(O)c(OC)c1. The frontier orbital gap is 8.84 eV. For the HOMO energy, the calculation gives -8.2 eV. Its spin multiplicity is 1. As for the LUMO energy: 0.6 eV. For the relative energy (zero: lowest compared OMol25 entry of this formula, charge and spin), the calculation gives 7.0 kcal/mol.

Structure (XYZ):
```
48
C17H27NO3 | the OMol25 dataset | ωB97M-V/def2-TZVPD
C -0.28 3.99 -3.25
C 0.34 2.81 -2.51
C 1.84 3.00 -2.30
C 2.52 1.80 -1.64
C 2.14 1.63 -0.17
C 2.86 0.43 0.46
C 2.47 0.24 1.92
C 2.91 -1.13 2.45
C 2.14 -2.23 1.74
O 2.61 -2.94 0.88
N 0.85 -2.35 2.16
C -0.13 -3.14 1.45
C -1.12 -2.24 0.74
C -0.66 -1.34 -0.21
C -1.54 -0.48 -0.84
C -2.89 -0.51 -0.53
O -3.76 0.34 -1.15
C -3.36 -1.43 0.42
O -4.72 -1.39 0.65
C -5.28 -2.31 1.55
C -2.47 -2.28 1.05
H -0.14 4.91 -2.68
H -1.35 3.83 -3.38
H 0.17 4.11 -4.23
H -0.16 2.69 -1.54
H 0.17 1.90 -3.08
H 2.01 3.89 -1.69
H 2.30 3.17 -3.27
H 2.25 0.89 -2.19
H 3.60 1.92 -1.71
H 1.06 1.48 -0.08
H 2.40 2.53 0.38
H 2.61 -0.47 -0.10
H 3.94 0.57 0.38
H 1.38 0.33 2.02
H 2.92 1.02 2.53
H 2.73 -1.20 3.53
H 3.97 -1.28 2.26
H 0.50 -1.68 2.82
H 0.43 -3.74 0.73
H -0.65 -3.80 2.15
H 0.38 -1.31 -0.46
H -1.21 0.23 -1.58
H -4.65 0.15 -0.81
H -5.09 -3.34 1.23
H -4.89 -2.16 2.56
H -6.35 -2.12 1.54
H -2.82 -2.99 1.79
```

Charges per atom according to Mulliken partitioning, unit e: -1.5234, 0.0941, -0.8772, -0.6855, -0.4513, -0.7324, -0.5513, -0.9821, 0.4849, -0.6364, -0.1298, -1.0712, -0.1208, -0.6315, -0.8734, 0.4959, -0.6236, 1.2177, -0.4927, -0.8906, -0.5347, 0.3462, 0.3903, 0.3540, 0.2361, 0.2454, 0.3479, 0.3887, 0.2637, 0.3697, 0.1992, 0.3142, 0.2726, 0.4766, 0.3352, 0.4431, 0.3956, 0.3406, 0.3043, 0.3765, 0.3655, 0.5986, 0.5178, 0.3369, 0.3531, 0.3410, 0.2439, 0.3587

No. 4
Molecular formula: CH4O2S
Method: DFT, ωB97M-V/def2-TZVPD

The frontier orbital gap is 8.65 eV. For the HOMO energy, the calculation gives -8.3 eV. Its spin multiplicity is 1. As for the LUMO energy: 0.4 eV. For the relative energy (zero: lowest compared OMol25 entry of this formula, charge and spin), the calculation gives 67.3 kcal/mol.

Structure (XYZ):
```
8
CH4O2S | the OMol25 dataset | ωB97M-V/def2-TZVPD
C 1.04 -0.61 0.00
O -1.06 1.38 -0.06
O -2.32 -0.65 -0.31
S -1.14 -0.10 0.36
H 1.62 -0.20 0.85
H 1.21 -1.70 -0.22
H 0.94 -0.06 -0.89
H -0.29 1.93 0.27
```

Charges per atom according to Mulliken partitioning, unit e: -0.9821, -0.4496, -0.4807, 0.5924, 0.2757, 0.3064, 0.3590, 0.3789

No. 5
Molecular formula: FH2OP
Method: DFT, ωB97M-V/def2-TZVPD

The SMILES is FOP. The frontier orbital gap is 9.47 eV. For the HOMO energy, the calculation gives -10.5 eV. Its spin multiplicity is 1. As for the LUMO energy: -1.0 eV. For the relative energy (zero: lowest compared OMol25 entry of this formula, charge and spin), the calculation gives 141.3 kcal/mol.

Structure (XYZ):
```
5
FH2OP | the OMol25 dataset | ωB97M-V/def2-TZVPD
F 1.49 -0.78 -0.10
O 1.22 0.55 0.01
P -0.90 0.71 -0.10
H -1.18 0.08 1.01
H -0.63 -0.56 -0.82
```

Charges per atom according to Mulliken partitioning, unit e: -0.1107, -0.2884, 0.2054, 0.0768, 0.1169

No. 6
Molecular formula: C18H32NO3P2Pd
Method: DFT, ωB97M-V/def2-TZVPD

The expectation value of S² is 6.036. The frontier orbital gap (alpha / beta) is 4.63 / 5.27 eV. For the HOMO energy (alpha / beta), the calculation gives -7.0 / -11.3 eV. The total charge is +1. Its spin multiplicity is 5. As for the LUMO energy (alpha / beta): -2.4 / -6.1 eV. For the relative energy (zero: lowest compared OMol25 entry of this formula, charge and spin), the calculation gives 0.0 kcal/mol.

Structure (XYZ):
```
57
C18H32NO3P2Pd | the OMol25 dataset | ωB97M-V/def2-TZVPD
C 3.53 -2.31 -0.77
C 2.62 -1.37 -0.31
N 1.35 -1.74 -0.11
C 0.87 -2.97 -0.36
C 1.75 -3.98 -0.73
C 3.09 -3.63 -0.91
C 3.12 -0.04 0.20
P 1.79 1.11 0.66
Pd -0.03 -0.41 0.81
P -1.62 -1.66 -0.28
C -0.61 -3.23 -0.12
C -1.73 1.92 0.44
C -1.60 2.59 1.64
C -2.41 3.68 1.95
C -3.44 4.07 1.10
C -3.58 3.37 -0.10
C -2.78 2.27 -0.43
O 4.30 1.20 -5.17
O -0.60 -1.23 -4.42
H 4.55 -1.97 -0.92
H 1.37 -5.00 -0.80
H 3.81 -4.39 -1.20
C 2.43 1.58 2.32
C 1.83 2.61 -0.35
H -1.01 -3.94 -0.87
H -0.82 -3.59 0.92
H 3.82 0.42 -0.49
H 3.69 -0.24 1.13
C -3.12 -1.95 0.74
C -2.23 -1.70 -1.97
H -0.79 2.29 2.32
H -2.27 4.24 2.85
H -4.08 4.93 1.33
H -4.34 3.71 -0.79
H -2.86 1.74 -1.39
H 0.33 -1.28 -4.17
H -0.68 -0.49 -5.07
H 3.47 0.98 -4.69
H 4.93 0.93 -4.47
H -0.81 1.20 0.17
H 3.53 1.71 2.34
H 1.93 2.48 2.69
H 2.17 0.75 2.99
H 2.66 3.29 -0.10
H 1.92 2.35 -1.41
H 0.89 3.15 -0.22
H -2.78 -2.65 -2.11
H -2.90 -0.84 -2.12
H -1.45 -1.64 -2.75
H -3.77 -2.69 0.24
H -2.85 -2.28 1.75
H -3.65 -0.98 0.81
C -1.21 -0.67 3.50
O 0.04 -1.00 2.91
H -1.05 0.09 4.29
H -1.67 -1.52 4.06
H -1.88 -0.29 2.68
```

Charges per atom according to Mulliken partitioning, unit e: -0.7348, 0.3654, 0.2119, 0.4822, -0.7302, -0.7878, -1.4190, 1.3442, -0.8858, 1.4069, -1.1087, 1.0640, -0.2350, -0.5446, -0.5907, -0.4079, -0.5989, -0.6171, -0.6647, 0.4732, 0.4738, 0.3758, -1.6209, -1.1800, 0.4823, 0.3191, 0.5966, 0.3995, -1.3177, -1.1984, 0.1847, 0.4105, 0.3927, 0.3939, 0.3634, 0.3112, 0.3102, 0.2933, 0.3233, -0.0379, 0.4605, 0.3862, 0.4429, 0.4197, 0.3744, 0.3391, 0.4609, 0.3773, 0.3161, 0.4420, 0.3364, 0.3404, -0.3561, -0.3446, 0.2868, 0.2904, 0.1295

No. 7
Molecular formula: C23H25N2O5PS7Tl
Method: DFT, ωB97M-V/def2-TZVPD

The frontier orbital gap is 6.52 eV. For the HOMO energy, the calculation gives -4.4 eV. The total charge is -1. Its spin multiplicity is 1. As for the LUMO energy: 2.1 eV. For the relative energy (zero: lowest compared OMol25 entry of this formula, charge and spin), the calculation gives 3.9 kcal/mol.

Structure (XYZ):
```
64
C23H25N2O5PS7Tl | the OMol25 dataset | ωB97M-V/def2-TZVPD
Tl 0.92 1.08 -0.04
O 5.53 0.11 4.77
C 4.81 0.53 3.90
S 5.20 0.49 2.18
C 3.78 1.35 1.59
C 2.88 1.72 2.54
S 1.34 2.45 2.26
S 3.25 1.29 4.20
S 3.59 1.51 -0.11
C 1.47 1.29 -4.64
C 1.01 1.47 -3.23
N 0.91 0.50 -2.41
O 1.25 -0.77 -2.78
C 0.56 2.78 -2.74
C 0.50 3.96 -3.67
N 0.18 2.88 -1.50
O -0.38 3.93 -1.03
H 1.92 0.31 -4.75
H 2.19 2.07 -4.92
H 0.62 1.35 -5.32
H 1.19 -1.23 -1.90
H -0.11 3.74 -4.56
H 1.50 4.25 -4.01
H 0.06 4.79 -3.13
O 0.98 -1.25 -0.26
C 0.23 -2.24 0.37
C 0.83 -3.57 -0.10
C 2.15 -3.84 -0.26
C 2.40 -5.19 -0.65
C 1.26 -5.91 -0.77
S -0.14 -4.97 -0.43
C 0.35 -2.17 1.89
C -0.08 -1.16 2.70
C 0.22 -1.37 4.07
C 0.88 -2.54 4.28
S 1.14 -3.40 2.81
C -1.24 -2.23 -0.04
C -1.74 -1.95 -1.28
C -3.14 -2.16 -1.37
C -3.67 -2.61 -0.20
S -2.48 -2.76 1.03
H 2.92 -3.10 -0.09
H 3.39 -5.58 -0.83
H 1.15 -6.95 -1.04
H -0.61 -0.30 2.34
H -0.03 -0.67 4.85
H 1.24 -2.96 5.20
H -1.11 -1.61 -2.09
H -3.71 -1.99 -2.27
H -4.70 -2.87 0.02
C -1.84 3.46 1.60
P -2.52 2.04 0.72
C -3.87 1.38 1.73
C -3.28 2.62 -0.82
O -1.50 0.98 0.45
H -2.62 4.17 1.90
H -1.12 3.94 0.93
H -1.31 3.09 2.48
H -4.63 2.14 1.92
H -3.46 1.02 2.68
H -4.30 0.54 1.20
H -4.18 3.20 -0.63
H -3.51 1.73 -1.41
H -2.54 3.22 -1.34
```

Charges per atom according to Mulliken partitioning, unit e: 1.3765, -0.6222, 0.5808, -0.1886, 0.1678, 0.0345, -0.3941, -0.1600, -0.3530, -1.7843, 0.3738, 0.5290, -0.6758, 0.3705, -1.6045, 0.5941, -0.9333, 0.4279, 0.3670, 0.2997, 0.4104, 0.3120, 0.3189, 0.3728, -1.0047, 3.3259, -1.0497, -0.4494, -0.7000, -0.5733, -0.0752, -1.0473, 0.0026, -1.0377, -0.4684, -0.1402, -0.2954, -0.1272, -0.7128, -0.6768, -0.0588, 0.5884, 0.3953, 0.4554, 0.6126, 0.4120, 0.4350, 0.4629, 0.4084, 0.4568, -1.1612, 1.3458, -1.1264, -1.0820, -0.8945, 0.4637, 0.2055, 0.2748, 0.4325, 0.3380, 0.3009, 0.4476, 0.3120, 0.1851

No. 8
Molecular formula: C29H48N2O6
Method: DFT, ωB97M-V/def2-TZVPD

The SMILES is CCCCCCCCCc1cnc2ccccc2n1.CCOC(C)=O.CCOC(C)=O.CCOC(C)=O. The frontier orbital gap is 7.84 eV. For the HOMO energy, the calculation gives -8.3 eV. Its spin multiplicity is 1. As for the LUMO energy: -0.4 eV.

Structure (XYZ):
```
85
C29H48N2O6 | the OMol25 dataset | ωB97M-V/def2-TZVPD
C 1.85 -4.91 2.71
C 1.82 -3.50 1.90
C 3.08 -3.28 0.94
C 4.43 -2.80 1.68
C 4.23 -1.79 2.91
C 4.12 -0.23 2.45
C 2.72 0.13 1.74
C 1.85 1.15 2.67
C 0.56 1.71 1.85
C -0.57 0.55 1.73
C -1.36 0.37 0.40
N -2.38 -0.60 0.14
C -2.53 -1.44 1.30
C -3.61 -2.60 1.20
C -3.93 -3.57 2.37
C -3.13 -3.44 3.72
C -2.07 -2.32 3.82
C -1.77 -1.31 2.64
N -0.79 -0.29 2.89
H 2.87 -5.16 3.15
H 1.02 -4.82 3.51
H 1.46 -5.71 1.98
H 0.89 -3.58 1.21
H 1.59 -2.60 2.59
H 3.32 -4.31 0.47
H 2.79 -2.61 0.05
H 5.05 -2.22 0.88
H 5.09 -3.68 1.99
H 3.39 -2.07 3.63
H 5.21 -1.84 3.53
H 5.05 0.06 1.82
H 4.14 0.36 3.45
H 2.98 0.76 0.80
H 2.11 -0.77 1.40
H 2.48 2.03 3.06
H 1.55 0.54 3.59
H 0.92 1.97 0.80
H 0.12 2.62 2.41
H -1.13 1.13 -0.45
H -4.20 -2.77 0.23
H -4.73 -4.37 2.27
H -3.28 -4.12 4.62
H -1.48 -2.21 4.79
C -0.70 1.90 -5.51
C -1.90 2.38 -4.72
O -1.65 2.28 -3.31
C -1.05 3.24 -2.58
C -0.31 4.34 -3.28
O -1.05 3.16 -1.36
H 0.18 2.52 -5.32
H -0.91 1.92 -6.58
H -0.43 0.89 -5.22
H -2.21 3.39 -5.00
H -2.75 1.72 -4.93
H 0.73 4.04 -3.41
H -0.36 5.23 -2.66
H -0.75 4.61 -4.24
C -1.24 2.84 5.55
C -0.71 3.81 6.58
O -0.01 4.89 5.96
C -0.61 6.02 5.52
C -2.10 6.04 5.37
O 0.07 6.97 5.17
H -1.97 3.31 4.89
H -1.72 1.98 6.04
H -0.44 2.47 4.91
H -1.49 4.17 7.26
H 0.02 3.30 7.21
H -2.37 5.72 4.36
H -2.45 7.07 5.52
H -2.63 5.43 6.10
C -2.02 -3.47 -8.34
C -1.63 -2.07 -8.77
O -1.14 -1.31 -7.65
C 0.14 -1.32 -7.25
C 1.07 -2.39 -7.75
O 0.52 -0.51 -6.42
H -1.16 -4.03 -7.96
H -2.45 -4.03 -9.18
H -2.75 -3.43 -7.53
H -0.92 -2.07 -9.60
H -2.52 -1.55 -9.13
H 1.04 -3.24 -7.07
H 2.08 -1.98 -7.78
H 0.84 -2.71 -8.77
```

Charges per atom according to Mulliken partitioning, unit e: -1.1386, -0.0074, -0.6685, -0.6293, -0.6363, -0.6787, -0.0796, -0.8678, -0.5505, 0.3552, -0.0510, -0.5456, 0.5036, -0.4483, -0.3733, -0.4759, -0.4572, 0.3558, -0.1866, 0.2676, 0.3062, 0.3121, 0.2880, 0.0021, 0.3769, 0.3355, 0.2800, 0.3371, 0.2707, 0.3228, 0.3117, 0.3370, 0.2719, -0.0228, 0.4034, 0.3298, 0.3134, 0.2458, 0.0274, 0.3337, 0.3155, 0.3271, 0.3224, -0.8322, -0.4851, -0.3712, 0.8880, -1.1225, -0.5968, 0.2233, 0.3348, 0.3814, 0.3538, 0.3227, 0.2512, 0.3479, 0.3431, -0.6271, -0.5119, -0.3731, 0.7454, -0.8975, -0.5733, 0.2547, 0.3805, 0.0442, 0.3667, 0.3290, 0.2293, 0.3032, 0.3179, -0.9550, -0.4245, -0.3610, 0.8475, -1.1580, -0.5569, 0.2700, 0.3547, 0.3022, 0.3611, 0.3088, 0.2767, 0.3212, 0.3512